#i
{
  "formula": "C5H12N2S",
  "method": "ωB97M-V/def2-TZVPD",
  "elements": ["C", "C", "C", "C", "C", "H", "H", "H", "H", "H", "H", "H", "H", "H", "H", "H", "H", "N", "N", "S"],
  "xyz": [[-0.385, 0.502, 2.187], [0.069, -0.315, 0.075], [-0.189, -1.446, -0.960], [-0.271, -2.834, -0.353], [-1.472, -1.109, -1.685], [-0.789, 1.459, 1.875], [-0.978, 0.239, 3.080], [0.655, 0.718, 2.468], [1.168, 0.471, -1.418], [2.171, 2.365, 0.462], [0.685, -1.239, -1.587], [0.470, -2.772, 0.463], [0.030, -3.713, -0.949], [-1.247, -3.102, 0.031], [-2.307, -1.296, -0.999], [-1.522, -1.757, -2.609], [-1.487, -0.110, -2.071], [-0.371, -0.529, 1.250], [0.708, 0.780, -0.530], [0.893, 2.387, 0.040]],
  "mulliken_charge": [-0.931, 0.440, 0.547, -1.377, -1.386, 0.298, 0.294, 0.339, 0.249, 0.137, 0.274, 0.351, 0.347, 0.300, 0.366, 0.317, 0.382, -0.434, -0.313, -0.200],
  "orbital_gap_ev": 9.33,
  "total_charge": 0,
  "homo_energy_ev": -8.69,
  "smiles": "C/N=C(\\NS)C(C)C"
}

#ii
{
  "formula": "C5H12N2S",
  "method": "ωB97M-V/def2-TZVPD",
  "elements": ["C", "C", "C", "C", "C", "H", "H", "H", "H", "H", "H", "H", "H", "H", "H", "H", "H", "N", "N", "S"],
  "xyz": [[0.879, 0.857, 1.498], [-0.562, 0.092, 1.507], [-0.911, -0.168, 0.007], [0.117, -0.654, -0.821], [0.271, -2.241, -1.106], [1.039, 1.373, 2.566], [1.082, 1.670, 0.500], [1.708, -0.206, 1.140], [-0.248, -0.909, 1.933], [-1.726, 2.079, 2.421], [-1.110, 0.718, -0.529], [-2.023, -0.511, 0.052], [1.036, -3.090, -0.381], [-0.785, -2.510, -1.068], [0.586, -1.996, -2.559], [0.848, 1.448, -3.036], [0.029, 1.927, -1.302], [0.795, -0.049, -1.653], [0.906, 1.416, -1.782], [-1.928, 0.755, 2.613]],
  "mulliken_charge": [-0.828, -0.074, -0.579, 0.387, -0.926, 0.324, 0.275, 0.221, 0.282, 0.139, 0.212, 0.419, 0.220, 0.316, 0.232, 0.305, 0.298, -0.370, -0.656, -0.197],
  "orbital_gap_ev": 9.84,
  "total_charge": 0,
  "homo_energy_ev": -9.20
}

Top of the stability list: #i, leading by 6.673 eV.

#i
{
  "formula": "C5H12N2S",
  "method": "ωB97M-V/def2-TZVPD",
  "elements": ["C", "C", "C", "C", "C", "H", "H", "H", "H", "H", "H", "H", "H", "H", "H", "H", "H", "N", "N", "S"],
  "xyz": [[1.837, -0.949, 0.302], [0.597, -0.118, -0.363], [0.211, -0.605, -1.684], [-0.551, 0.071, 0.559], [-0.656, 1.628, 1.126], [2.839, -0.022, 0.989], [1.209, -1.976, 1.460], [2.292, -1.833, -1.041], [0.885, 0.982, -0.399], [0.670, -2.062, -2.220], [1.130, 0.194, -2.495], [-1.230, -0.383, -1.906], [-1.365, 1.861, 2.123], [0.496, 1.636, 1.521], [-1.532, 1.815, -0.757], [-1.248, 3.473, 0.181], [-2.310, -2.738, 1.360], [-0.794, 2.382, -0.207], [-1.227, -0.832, 1.030], [-1.253, -2.523, 0.420]],
  "mulliken_charge": [-0.689, 0.320, -0.902, -0.090, -0.418, 0.224, 0.206, 0.187, 0.545, 0.220, 0.236, 0.193, 0.306, 0.233, 0.237, 0.307, 0.183, -0.589, -0.554, -0.154],
  "orbital_gap_ev": 8.89,
  "total_charge": 0,
  "homo_energy_ev": -8.86
}

#ii
{
  "formula": "C5H12N2S",
  "method": "ωB97M-V/def2-TZVPD",
  "elements": ["C", "C", "C", "C", "C", "H", "H", "H", "H", "H", "H", "H", "H", "H", "H", "H", "H", "N", "N", "S"],
  "xyz": [[1.966, -0.964, -0.069], [0.512, -0.476, 0.236], [0.271, 0.871, -0.297], [-0.742, -1.272, 0.169], [-1.823, -0.565, -0.688], [2.247, -1.996, 0.518], [2.167, -1.107, -1.166], [2.704, -0.251, 0.260], [-0.695, 1.486, -0.327], [0.623, 0.918, -1.359], [1.078, 1.940, 1.287], [2.272, 1.783, 0.127], [-0.751, 0.238, 1.674], [-0.884, -2.358, 0.120], [-1.571, 0.111, -1.582], [-2.518, -1.450, -0.831], [-2.969, 1.591, -0.152], [1.347, 1.828, 0.285], [-0.235, -0.694, 1.439], [-2.999, 0.370, 0.355]],
  "mulliken_charge": [-1.374, 1.414, -1.145, -0.351, -0.619, 0.325, 0.287, 0.381, 0.232, 0.343, 0.220, 0.224, 0.385, 0.376, 0.411, 0.235, 0.117, -0.498, -0.743, -0.220],
  "orbital_gap_ev": 9.75,
  "total_charge": 0,
  "homo_energy_ev": -9.01,
  "smiles": "C[C@]1(CN)N[C@H]1CS"
}

Top of the stability list: #ii, leading by 11.392 eV.

#i
{
  "formula": "C8H11NO",
  "method": "ωB97M-V/def2-TZVPD",
  "elements": ["C", "C", "C", "C", "C", "C", "C", "C", "H", "H", "H", "H", "H", "H", "H", "H", "H", "H", "H", "N", "O"],
  "xyz": [[1.080, 1.012, -0.523], [2.166, 1.535, 0.178], [3.244, 0.505, 0.445], [3.300, -0.780, 0.116], [2.259, -1.240, -0.711], [1.230, -0.369, -1.067], [-2.309, -0.036, -0.090], [-3.933, 0.166, 0.007], [-0.082, 1.464, -0.659], [2.575, 2.451, 0.574], [4.110, 0.676, 1.122], [4.096, -1.499, 0.636], [2.017, -2.178, -1.224], [0.231, -0.710, -1.588], [-0.743, -0.521, 1.194], [-2.691, -0.763, 1.866], [-4.061, 1.239, -0.265], [-4.327, -0.253, 0.957], [-4.567, -0.302, -0.792], [-1.789, -0.796, 0.950], [-1.804, 0.399, -1.125]],
  "mulliken_charge": [-0.147, -0.549, 0.040, -0.542, 0.015, -0.414, 0.616, -1.009, 0.243, 0.370, 0.231, 0.218, 0.314, 0.250, 0.308, 0.322, 0.230, 0.349, 0.251, -0.515, -0.582],
  "orbital_gap_ev": 9.37,
  "total_charge": 0,
  "homo_energy_ev": -8.93
}

#ii
{
  "formula": "C8H11NO",
  "method": "ωB97M-V/def2-TZVPD",
  "elements": ["C", "C", "C", "C", "C", "C", "C", "C", "H", "H", "H", "H", "H", "H", "H", "H", "H", "H", "H", "N", "O"],
  "xyz": [[-1.123, -0.291, -1.080], [-2.132, -1.237, -0.720], [-3.163, -0.826, 0.121], [-3.243, 0.538, 0.558], [-2.239, 1.409, 0.150], [-1.169, 0.982, -0.651], [2.536, 0.109, -0.080], [4.002, -0.185, 0.240], [-0.267, -0.639, -1.645], [-2.049, -2.264, -1.054], [-3.905, -1.474, 0.559], [-4.039, 0.881, 1.238], [-2.397, 2.504, 0.397], [-0.291, 1.638, -0.855], [0.646, -0.058, 0.648], [1.855, -0.737, 1.643], [4.266, -0.944, -0.490], [4.294, -0.493, 1.276], [4.554, 0.723, 0.086], [1.618, -0.342, 0.787], [2.244, 0.706, -1.128]],
  "mulliken_charge": [-0.314, -0.531, -0.309, -0.447, 0.037, -0.606, 0.631, -0.948, 0.414, 0.382, 0.354, 0.347, 0.273, 0.392, 0.122, 0.203, 0.249, 0.325, 0.280, -0.249, -0.604],
  "orbital_gap_ev": 10.25,
  "total_charge": 0,
  "homo_energy_ev": -9.36,
  "smiles": "c1ccccc1.CC(N)=O"
}

Top of the stability list: #ii, leading by 3.845 eV.

#i
{
  "formula": "C8H11NO",
  "method": "ωB97M-V/def2-TZVPD",
  "elements": ["C", "C", "C", "C", "C", "C", "C", "C", "N", "O", "H", "H", "H", "H", "H", "H", "H", "H", "H", "H", "H"],
  "xyz": [[1.845, -0.556, -0.363], [-0.564, 1.087, 0.201], [-1.272, -1.222, 0.252], [2.838, 0.114, -0.823], [-0.418, 2.118, 1.020], [1.203, -1.609, 0.295], [-0.056, -1.382, 1.164], [-2.567, 0.403, -0.938], [-1.453, 0.163, -0.106], [-1.807, -2.095, -0.447], [3.795, -0.361, -1.014], [2.762, 1.017, -1.343], [-1.331, 2.619, 1.390], [0.594, 2.549, 1.095], [0.790, -2.350, -0.503], [1.767, -2.209, 1.019], [0.016, -0.511, 1.837], [-0.230, -2.362, 1.810], [-3.357, 0.774, -0.406], [-2.408, 1.039, -1.842], [-2.833, -0.684, -1.278]],
  "mulliken_charge": [0.166, 0.001, 0.420, -0.952, -0.747, -0.149, -0.684, -1.062, 0.199, -0.625, 0.273, 0.289, 0.280, 0.280, 0.222, 0.295, 0.422, 0.331, 0.387, 0.337, 0.317],
  "orbital_gap_ev": [7.92, 7.81],
  "total_charge": 0,
  "homo_energy_ev": [-7.61, -7.41]
}

#ii
{
  "formula": "C8H11NO",
  "method": "ωB97M-V/def2-TZVPD",
  "elements": ["C", "C", "C", "C", "C", "C", "C", "C", "N", "O", "H", "H", "H", "H", "H", "H", "H", "H", "H", "H", "H"],
  "xyz": [[2.264, 0.297, -2.576], [-1.114, -1.253, 1.702], [-0.333, -1.865, 0.530], [-0.033, 0.944, 0.966], [0.435, 1.476, -1.430], [0.524, 0.404, -0.336], [-1.387, 0.169, 1.152], [-0.553, -0.724, -0.546], [1.405, 1.182, -2.460], [-1.706, -0.138, -0.189], [2.964, 0.148, -3.346], [-2.028, -1.851, 1.892], [-0.560, -1.311, 2.572], [0.775, -1.824, 0.798], [-0.572, -2.855, 0.078], [0.684, 0.733, 1.743], [-0.159, 2.029, 0.916], [-0.511, 1.358, -2.036], [0.570, 2.410, -0.948], [1.486, -0.101, -0.127], [-2.151, 0.771, 1.645]],
  "mulliken_charge": [-0.330, -0.951, -0.352, -1.260, -0.529, 0.134, 0.170, -0.036, -0.285, -0.440, 0.312, 0.284, 0.405, 0.166, 0.349, 0.336, 0.387, 0.243, 0.379, 0.554, 0.462],
  "orbital_gap_ev": [7.36, 8.92],
  "total_charge": 0,
  "homo_energy_ev": [-7.34, -8.56]
}

#iii
{
  "formula": "C8H11NO",
  "method": "ωB97M-V/def2-TZVPD",
  "elements": ["C", "C", "C", "C", "C", "C", "C", "C", "H", "H", "H", "H", "H", "H", "H", "H", "H", "H", "H", "N", "O"],
  "xyz": [[1.234, 0.523, -0.776], [2.357, 1.379, -0.279], [3.318, 0.680, 0.300], [3.217, -0.644, 0.375], [2.296, -1.457, -0.290], [1.352, -0.847, -1.028], [-2.620, -0.143, -0.157], [-4.168, 0.065, 0.067], [0.403, 1.355, -1.154], [2.465, 2.378, -0.478], [4.152, 1.184, 0.823], [4.076, -1.066, 1.101], [2.200, -2.612, -0.243], [0.424, -1.225, -1.360], [-0.897, -0.161, 0.761], [-2.080, 0.192, 1.905], [-4.318, 1.100, -0.167], [-4.322, 0.271, 1.178], [-5.008, -0.725, -0.234], [-1.941, -0.282, 0.981], [-2.140, 0.034, -1.324]],
  "mulliken_charge": [-0.098, -0.695, -0.063, -0.307, 0.073, -0.700, 0.589, -0.937, 0.238, 0.481, 0.303, 0.137, 0.266, 0.382, 0.245, 0.298, 0.292, 0.264, 0.254, -0.442, -0.582],
  "orbital_gap_ev": 9.62,
  "total_charge": 0,
  "homo_energy_ev": -8.92,
  "smiles": "c1ccccc1.CC(N)=O"
}

Top of the stability list: #iii, leading by 2.890 eV.